Entry 1:
Molecular formula: C31H26ClNO2PReS
Method: DFT, wB97M-V/def2-TZVPD

XYZ file:
```
64
Properties=species:S:1:pos:R:3:mulliken_spin:R:1
Re -0.142 0.354 -0.255 0.84
O -1.684 2.205 1.208 0.00
N -1.899 1.097 0.379 -0.05
C -3.162 0.888 0.127 0.01
C -3.756 -0.083 -0.740 0.02
C -5.158 -0.053 -0.737 0.01
C -5.892 -0.842 -1.611 0.00
C -5.222 -1.626 -2.529 0.01
C -3.822 -1.660 -2.553 0.00
C -3.074 -0.934 -1.644 -0.03
P -1.277 -1.089 -1.802 0.04
C -0.787 -2.809 -1.685 -0.01
C 0.579 -3.100 -1.802 0.00
C 1.016 -4.412 -1.779 0.00
C 0.098 -5.445 -1.623 0.00
C -1.252 -5.162 -1.477 0.00
C -1.701 -3.848 -1.505 0.00
C -0.934 -0.338 -3.395 0.02
C 0.138 -0.756 -4.190 0.00
C 0.390 -0.106 -5.384 0.00
C -0.401 0.969 -5.780 0.00
C -1.460 1.392 -4.990 0.00
C -1.729 0.745 -3.795 -0.01
H -1.691 1.894 2.130 0.00
H -3.826 1.559 0.665 0.00
H -5.674 0.612 -0.055 0.00
H -6.973 -0.814 -1.593 0.00
H -5.776 -2.218 -3.247 0.00
H -3.332 -2.266 -3.307 0.00
H 1.306 -2.305 -1.923 0.00
H 2.069 -4.633 -1.892 0.00
H 0.439 -6.472 -1.616 0.00
H -1.964 -5.967 -1.349 0.00
H -2.758 -3.654 -1.389 0.00
H 0.750 -1.602 -3.911 0.00
H 1.200 -0.443 -6.017 0.00
H -0.191 1.474 -6.714 0.00
H -2.080 2.220 -5.306 0.00
H -2.563 1.083 -3.192 0.00
Cl 1.411 1.198 -1.507 0.08
O 0.235 -0.144 1.496 0.06
S 1.103 -0.875 2.671 0.01
C 0.294 -2.386 3.040 0.00
C 0.435 -2.748 4.376 0.00
C -0.123 -3.948 4.792 0.00
C -0.823 -4.734 3.890 0.00
C -0.965 -4.340 2.561 0.00
C -0.401 -3.158 2.116 0.00
C 2.647 -1.225 1.935 0.00
C 2.765 -1.768 0.658 0.01
C 4.030 -2.015 0.164 0.00
C 5.149 -1.736 0.949 0.00
C 5.012 -1.210 2.225 0.00
C 3.749 -0.933 2.732 0.00
H 0.964 -2.119 5.082 0.00
H -0.024 -4.255 5.824 0.00
H -1.270 -5.661 4.224 0.00
H -1.511 -4.965 1.870 0.00
H -0.493 -2.864 1.079 0.01
H 1.884 -2.031 0.080 0.00
H 4.158 -2.440 -0.822 0.00
H 6.139 -1.928 0.556 0.00
H 5.887 -0.993 2.822 0.00
H 3.636 -0.499 3.718 0.00
```

Calculated values
LUMO level (spin up / spin down)	-11.35 / -11.13	eV
energy above the lowest of the compared OMol25 structures with the same formula, charge and spin	0.0	kcal per mole
⟨S²⟩	0.76
total charge	+3
HOMO-LUMO gap (spin up / spin down)	6.13 / 6.35	eV
spin multiplicity	2

---

Entry 2:
Molecular formula: C4H7N3O
Method: DFT, wB97M-V/def2-TZVPD

XYZ file:
```
15
Properties=species:S:1:pos:R:3:nbo_charge:R:1
C -0.978 1.843 0.485 -0.29
C 0.457 0.175 0.552 0.32
C 1.464 -1.774 0.316 0.16
C 0.314 -0.428 -0.678 0.18
H -0.798 1.896 -0.834 0.25
H -1.850 0.967 0.838 0.15
H -1.347 3.026 0.872 0.21
H 1.031 -1.184 2.369 0.40
H 1.670 -2.820 0.663 0.21
H -0.112 -0.244 -2.563 0.38
H -1.602 -0.652 -1.580 0.37
N 1.381 -0.662 1.159 -0.51
N 1.044 -1.494 -0.985 -0.46
N -0.735 0.072 -1.708 -0.86
O 0.062 1.279 1.096 -0.50
```

Calculated values
LUMO level	0.02	eV
energy above the lowest of the compared OMol25 structures with the same formula, charge and spin	157.5	kcal per mole
HOMO-LUMO gap	7.70	eV
spin multiplicity	1

---

Entry 3:
Molecular formula: C6H11NO2
Method: DFT, wB97M-V/def2-TZVPD

XYZ file:
```
20
Properties=species:S:1:pos:R:3:nbo_charge:R:1
C -1.485 0.218 1.771 -0.26
C 0.727 -0.895 -2.316 -0.41
C 1.519 -0.179 1.363 -0.71
N 0.568 -0.125 -1.089 -0.54
C -0.452 0.622 -0.861 0.56
C 0.651 -1.010 0.454 0.80
C -1.120 1.737 -1.062 -0.60
O -0.961 -0.335 0.577 -0.59
O 0.704 -2.200 0.329 -0.61
H -2.554 0.386 1.630 0.19
H -1.344 -0.490 2.590 0.20
H -1.011 1.174 2.022 0.17
H 1.719 -0.712 -2.733 0.20
H -0.045 -0.645 -3.048 0.20
H 0.643 -1.959 -2.083 0.22
H 2.557 -0.434 1.152 0.24
H 1.367 0.890 1.228 0.23
H 1.298 -0.444 2.398 0.23
H -2.087 1.907 -0.615 0.24
H -0.693 2.491 -1.708 0.24
```

Calculated values
LUMO level	0.88	eV
energy above the lowest of the compared OMol25 structures with the same formula, charge and spin	100.1	kcal per mole
HOMO-LUMO gap	9.65	eV
spin multiplicity	1

---

Entry 4:
Molecular formula: C23H16O6OsP
Method: DFT, wB97M-V/def2-TZVPD

XYZ file:
```
47
Properties=species:S:1:pos:R:3:mulliken_spin:R:1
O -2.035 -3.745 -3.070 0.00
C -1.917 -3.892 -4.189 0.00
Os 0.930 0.014 -2.970 1.70
O 3.504 -1.201 -2.112 0.37
C 2.273 -1.113 -2.245 0.07
C 2.228 1.358 -2.818 0.13
O 3.066 2.129 -2.714 0.10
C -0.320 2.227 -4.281 0.07
O -0.857 3.043 -4.823 -0.01
C 1.397 -0.485 -4.745 0.05
O 1.739 -0.747 -5.820 0.14
H 1.448 -1.838 -1.968 0.11
O -0.063 0.813 -1.328 0.19
P -0.248 0.350 0.136 0.12
C -1.717 -0.657 0.235 -0.04
C -2.866 -0.182 0.895 0.00
C -3.968 -1.023 1.052 0.01
C -3.933 -2.323 0.526 0.01
C -2.817 -2.771 -0.181 0.00
C -1.714 -1.937 -0.347 -0.03
C 1.195 -0.538 0.730 0.01
C 2.445 0.096 0.663 -0.01
C 3.558 -0.493 1.256 0.00
C 3.436 -1.727 1.900 0.01
C 2.195 -2.372 1.955 0.00
C 1.071 -1.773 1.383 0.00
C -0.410 1.814 1.160 0.14
C -0.492 1.669 2.560 0.16
C -0.578 2.795 3.375 0.07
C -0.567 4.075 2.800 0.12
C -0.472 4.221 1.413 0.26
C -0.394 3.092 0.589 0.13
H -2.883 0.834 1.295 0.01
H -4.852 -0.663 1.584 0.00
H -4.789 -2.981 0.661 0.00
H -2.800 -3.778 -0.609 0.00
H -0.837 -2.280 -0.906 0.07
H 2.548 1.059 0.153 0.00
H 4.527 0.011 1.200 0.00
H 4.311 -2.193 2.352 0.00
H 2.095 -3.343 2.440 0.00
H 0.101 -2.269 1.442 0.00
H -0.486 0.674 3.006 0.01
H -0.650 2.675 4.458 0.00
H -0.629 4.956 3.440 0.01
H -0.455 5.213 0.964 -0.01
H -0.317 3.202 -0.496 0.02
```

Calculated values
LUMO level (spin up / spin down)	-10.29 / -14.17	eV
energy above the lowest of the compared OMol25 structures with the same formula, charge and spin	45.8	kcal per mole
⟨S²⟩	6.05
total charge	+3
HOMO-LUMO gap (spin up / spin down)	7.67 / 3.87	eV
spin multiplicity	5

---

no.,E_tot (eV)
1,-72901.671
2,-10772.919
3,-11981.926
4,-48117.083